The following is a DFT calculation (ωB97M-V with the def2-TZVPD basis set) of a molecular structure, C80H180F2NO4P5S2 at a distorted geometry.

Structure (XYZ):
```
274
C80H180F2NO4P5S2 | the Open Molecules 2025 dataset | ωB97M-V with the def2-TZVPD basis set
C 5.30 8.01 -5.03
C 5.86 6.92 -3.97
C 4.79 5.81 -3.84
C 5.18 5.01 -2.63
P 4.21 3.73 -1.93
C 4.99 3.22 -0.41
C 4.31 2.00 0.15
C 4.83 1.64 1.56
C 4.08 2.38 2.76
C 3.89 2.24 -2.89
C 3.20 2.62 -4.28
C 3.30 1.45 -5.17
C 2.77 1.80 -6.61
C 2.60 4.25 -1.45
C 2.46 5.14 -0.17
C 1.03 5.68 -0.06
C 0.68 6.14 1.35
H 6.12 8.64 -5.44
H 4.59 8.66 -4.53
H 4.72 7.57 -5.79
H 6.14 7.49 -3.09
H 6.76 6.50 -4.43
H 4.93 5.21 -4.76
H 3.75 6.22 -3.69
H 5.27 5.64 -1.72
H 6.17 4.63 -2.79
H 4.82 4.02 0.28
H 6.08 3.13 -0.44
H 4.51 1.14 -0.47
H 3.29 2.31 0.25
H 5.90 1.82 1.66
H 4.70 0.59 1.70
H 4.74 2.19 3.62
H 3.14 1.95 3.00
H 3.92 3.49 2.58
H 3.36 1.57 -2.17
H 4.78 1.67 -3.11
H 3.88 3.43 -4.74
H 2.17 3.00 -4.12
H 2.65 0.64 -4.78
H 4.27 0.95 -5.37
H 3.09 1.02 -7.28
H 3.23 2.76 -6.96
H 1.71 1.81 -6.63
H 1.99 3.31 -1.39
H 2.09 4.86 -2.22
H 3.22 6.01 -0.20
H 2.77 4.60 0.73
H 0.40 4.81 -0.26
H 0.93 6.51 -0.77
H 1.42 6.82 1.77
H 0.51 5.27 2.00
H -0.26 6.70 1.28
C -12.48 4.35 6.65
C -12.18 5.80 6.91
C -11.51 6.60 5.78
C -10.29 5.89 5.10
P -9.45 6.88 3.89
C -8.23 5.78 3.07
C -7.67 6.33 1.69
C -6.80 5.31 0.97
C -7.59 4.13 0.34
C -10.65 7.51 2.67
C -11.38 6.48 1.81
C -12.08 7.07 0.58
C -11.11 7.67 -0.45
C -8.57 8.29 4.65
C -7.57 7.99 5.74
C -7.02 9.27 6.24
C -5.84 9.22 7.20
H -13.17 4.16 5.79
H -12.95 3.96 7.58
H -11.56 3.77 6.45
H -11.56 6.02 7.80
H -13.09 6.36 7.17
H -11.19 7.54 6.17
H -12.27 6.82 4.98
H -10.60 4.99 4.63
H -9.60 5.57 5.87
H -8.88 4.93 2.94
H -7.46 5.41 3.77
H -7.19 7.22 1.97
H -8.49 6.73 1.11
H -6.05 4.83 1.65
H -6.25 5.68 0.12
H -8.04 3.51 1.05
H -6.89 3.46 -0.25
H -8.37 4.41 -0.36
H -10.10 8.15 2.02
H -11.46 8.09 3.20
H -12.18 6.02 2.44
H -10.72 5.68 1.51
H -12.85 7.80 0.89
H -12.58 6.17 0.10
H -10.62 8.50 0.03
H -11.66 8.02 -1.35
H -10.45 6.87 -0.82
H -9.35 8.97 5.10
H -8.23 8.82 3.75
H -6.72 7.35 5.35
H -8.03 7.40 6.52
H -7.69 10.02 6.58
H -6.61 9.78 5.36
H -5.00 8.62 6.81
H -6.11 8.65 8.08
H -5.35 10.12 7.47
C 5.03 -3.34 2.04
C 5.01 -4.18 3.32
C 4.43 -3.40 4.56
C 4.10 -4.33 5.74
P 3.45 -3.43 7.14
C 2.41 -4.53 8.14
C 1.86 -3.75 9.38
C 0.68 -4.52 9.97
C 0.50 -4.10 11.39
C 4.74 -2.75 8.15
C 5.58 -1.65 7.48
C 6.54 -0.97 8.44
C 5.85 -0.38 9.74
C 2.40 -2.13 6.33
C 1.11 -2.57 5.66
C 0.39 -1.46 5.03
C 0.07 -0.26 5.92
H 5.12 -2.29 2.28
H 4.16 -3.40 1.40
H 5.84 -3.67 1.36
H 6.08 -4.29 3.49
H 4.63 -5.19 3.17
H 3.59 -2.84 4.23
H 5.22 -2.64 4.78
H 4.92 -4.98 6.07
H 3.32 -5.03 5.49
H 2.90 -5.50 8.46
H 1.57 -4.91 7.53
H 1.52 -2.78 9.00
H 2.72 -3.67 10.08
H 0.70 -5.63 9.90
H -0.17 -4.25 9.41
H 0.25 -3.04 11.47
H 1.39 -4.33 11.98
H -0.27 -4.67 11.99
H 5.46 -3.57 8.30
H 4.35 -2.42 9.14
H 4.89 -0.85 7.19
H 6.05 -2.04 6.51
H 6.96 -0.17 7.83
H 7.30 -1.67 8.74
H 5.57 -1.20 10.39
H 4.85 0.21 9.53
H 6.60 0.29 10.14
H 3.02 -1.53 5.64
H 2.22 -1.45 7.17
H 0.39 -2.96 6.45
H 1.26 -3.27 4.85
H -0.50 -1.94 4.59
H 0.91 -1.12 4.13
H -0.41 -0.52 6.85
H -0.61 0.39 5.39
H 1.00 0.15 6.28
C 3.87 -2.25 -7.15
C 4.18 -3.58 -7.75
C 4.92 -4.49 -6.79
C 3.95 -4.87 -5.60
P 4.63 -6.11 -4.54
C 6.39 -5.77 -4.09
C 6.67 -4.55 -3.20
C 8.20 -4.68 -2.79
C 8.52 -4.13 -1.41
C 4.88 -7.71 -5.46
C 5.32 -8.92 -4.69
C 5.74 -10.05 -5.61
C 7.08 -9.68 -6.28
C 3.61 -6.37 -2.97
C 2.23 -6.97 -3.22
C 1.25 -6.68 -2.11
C -0.03 -7.40 -2.24
H 3.68 -1.50 -7.88
H 4.73 -1.90 -6.57
H 3.05 -2.32 -6.42
H 4.93 -3.34 -8.57
H 3.26 -4.05 -8.19
H 5.83 -3.97 -6.43
H 5.21 -5.42 -7.31
H 2.95 -5.06 -5.96
H 3.82 -4.00 -4.87
H 7.02 -5.74 -4.98
H 6.66 -6.74 -3.65
H 6.02 -4.60 -2.29
H 6.45 -3.65 -3.77
H 8.85 -4.24 -3.59
H 8.43 -5.76 -2.76
H 8.00 -4.66 -0.58
H 8.33 -3.10 -1.27
H 9.62 -4.19 -1.12
H 5.59 -7.46 -6.22
H 4.00 -8.03 -6.01
H 4.55 -9.26 -4.06
H 6.22 -8.59 -4.19
H 4.94 -10.26 -6.41
H 5.72 -11.00 -5.10
H 6.86 -9.11 -7.17
H 7.62 -10.53 -6.67
H 7.82 -9.06 -5.76
H 3.53 -5.36 -2.48
H 4.18 -7.04 -2.27
H 2.24 -7.98 -3.45
H 1.89 -6.44 -4.12
H 1.14 -5.58 -2.09
H 1.71 -6.94 -1.14
H -0.62 -7.12 -3.16
H -0.57 -7.23 -1.33
H 0.05 -8.48 -2.34
C -1.80 -7.18 -5.60
C -1.14 -5.79 -5.57
C -2.01 -4.69 -5.09
C -1.34 -3.25 -5.18
P -2.16 -1.94 -4.32
C -3.78 -1.46 -5.05
C -3.62 -0.66 -6.28
C -4.98 -0.31 -7.03
C -5.84 0.75 -6.39
C -1.01 -0.54 -4.48
C -1.24 0.70 -3.63
C -0.20 1.79 -3.83
C -0.49 2.95 -2.91
C -2.28 -2.51 -2.63
C -3.29 -1.87 -1.62
C -3.32 -2.71 -0.40
C -4.36 -2.30 0.62
H -2.47 -7.25 -4.77
H -1.07 -7.99 -5.47
H -2.42 -7.43 -6.45
H -0.73 -5.74 -6.60
H -0.21 -5.85 -4.94
H -2.23 -4.96 -4.07
H -2.99 -4.64 -5.61
H -1.31 -3.03 -6.29
H -0.26 -3.16 -4.79
H -4.41 -0.98 -4.30
H -4.31 -2.39 -5.27
H -3.02 -1.20 -7.01
H -3.05 0.21 -6.14
H -5.59 -1.21 -6.93
H -4.82 -0.08 -8.04
H -5.35 1.76 -6.44
H -6.15 0.54 -5.36
H -6.74 0.87 -7.00
H -1.04 -0.23 -5.49
H 0.03 -1.04 -4.36
H -1.19 0.53 -2.56
H -2.19 1.19 -3.85
H -0.04 2.10 -4.85
H 0.77 1.39 -3.64
H 0.29 3.82 -2.79
H -0.47 2.62 -1.84
H -1.44 3.43 -3.12
H -1.24 -2.44 -2.28
H -2.55 -3.62 -2.64
H -4.27 -1.82 -2.07
H -2.96 -0.81 -1.48
H -2.25 -2.59 0.02
H -3.48 -3.75 -0.65
H -4.08 -1.49 1.26
H -4.49 -3.10 1.34
H -5.32 -2.06 0.23
N 1.88 -0.91 -2.08
S 2.46 -2.30 -2.43
O 2.15 -2.55 -3.82
O 2.22 -3.30 -1.41
F 4.02 -2.09 -2.30
S 1.58 -0.30 -0.63
O 1.30 1.04 -0.89
O 2.50 -0.72 0.37
F 0.21 -0.93 -0.27
```

Results
E_LUMO = -5.52 eV
charge = +4
frontier orbital gap = 0.401 hartree
HOMO = -0.604 Eh
spin multiplicity = 1
ΔE to the lowest compared entry with this formula, charge and spin = 0.0 kJ/mol
largest force on an atom = 3.55 eV/Å